C37H81ClN4O3 | ωB97M-V with the def2-TZVPD basis set

Element x y z (Å)
C -4.79641 -3.79042 -3.14782
C -4.98613 -2.92876 -4.43917
C -3.62050 -2.38561 -4.92246
N -3.69683 -1.72425 -6.37761
C -2.23524 -1.53303 -6.92731
C -1.40899 -0.45233 -6.11695
C -2.15888 0.84160 -6.08306
C -3.59408 0.63598 -5.48052
C -4.49012 -0.41661 -6.26344
C -4.41359 -2.63822 -7.45604
H -4.18460 -4.63903 -3.45385
H -5.62466 -4.26511 -2.62172
H -4.28683 -3.18854 -2.39538
H -5.69796 -2.11273 -4.31469
H -5.41105 -3.68965 -5.09384
H -2.83554 -3.14168 -4.90522
H -3.26047 -1.69410 -4.16069
H -1.76495 -2.51314 -6.84780
H -2.19249 -1.29548 -7.99025
H -1.29096 -0.77418 -5.08226
H -0.38479 -0.39932 -6.48615
H -1.75843 1.60036 -5.41074
H -2.16880 1.27422 -7.08348
H -3.49305 0.50685 -4.40292
H -4.16836 1.56178 -5.44587
H -5.43150 -0.62873 -5.75659
H -4.79095 -0.07098 -7.25245
H -5.46348 -2.34579 -7.47355
H -4.25818 -3.68398 -7.19083
H -3.97161 -2.28815 -8.38888
C 1.02296 -1.81679 6.04131
C -0.35041 -2.41553 5.87020
C -0.44779 -3.38329 4.67547
N -1.73320 -4.22845 4.60991
C -1.70628 -4.82685 3.17176
C -2.84202 -5.80660 2.98229
C -2.86997 -6.91633 4.06550
C -2.78861 -6.35723 5.48951
C -1.63822 -5.36655 5.61700
C -2.92187 -3.18958 4.76735
H 0.87300 -0.97886 6.72210
H 1.48409 -1.43857 5.12893
H 1.79252 -2.45562 6.47463
H -1.04552 -1.60361 5.65642
H -0.72312 -2.87584 6.78525
H 0.38752 -4.07948 4.60011
H -0.47889 -2.82530 3.73964
H -0.81494 -5.45280 3.12925
H -1.60447 -4.00164 2.46693
H -2.76640 -6.36487 2.04915
H -3.81304 -5.34209 3.15385
H -2.05600 -7.63561 3.97496
H -3.84542 -7.39189 3.96338
H -2.56210 -7.10096 6.25348
H -3.77865 -6.00164 5.77495
H -0.67839 -5.84728 5.42802
H -1.71226 -4.88633 6.59271
H -2.81340 -2.60767 3.85208
H -2.80565 -2.66765 5.71719
H -3.85030 -3.74166 4.62132
C 3.06451 1.19271 -2.34200
C 3.05947 -0.02957 -1.38246
C 3.86957 -1.16682 -2.02551
N 3.49131 -2.61932 -1.56980
C 2.15378 -2.99741 -2.22893
C 1.59520 -4.43715 -2.04540
C 2.72327 -5.41075 -2.30215
C 4.06933 -5.07922 -1.65291
C 4.60719 -3.61138 -1.98138
C 3.14970 -2.73487 -0.03145
H 4.06106 1.63255 -2.38117
H 2.35873 1.88393 -1.88137
H 2.78782 0.98055 -3.37473
H 2.04223 -0.34815 -1.15479
H 3.59283 0.18311 -0.45596
H 4.91367 -1.11687 -1.71654
H 3.68053 -1.21547 -3.09789
H 2.26723 -2.82436 -3.29911
H 1.41796 -2.28621 -1.85359
H 0.69887 -4.59999 -2.64388
H 1.21634 -4.63849 -1.04338
H 2.84892 -5.42135 -3.38483
H 2.39671 -6.42599 -2.07687
H 4.69495 -5.91832 -1.95723
H 4.04570 -5.38027 -0.60557
H 4.75797 -3.46289 -3.05064
H 5.54356 -3.29768 -1.51996
H 2.65373 -3.64739 0.29932
H 2.42975 -1.93388 0.13645
H 4.02812 -2.58024 0.59509
C 1.98009 4.89700 2.72354
C 2.47061 6.27699 2.17922
C 3.17207 7.22035 3.19907
N 3.65526 8.60610 2.62661
C 4.15136 9.52613 3.82891
C 4.64211 10.83361 3.28467
C 3.49102 11.63020 2.68275
C 2.76480 10.86850 1.64939
C 2.44649 9.38638 2.00892
C 4.72646 8.32308 1.50022
H 1.34558 4.37478 2.00746
H 1.41771 5.10341 3.63416
H 2.81432 4.24257 2.97628
H 1.61416 6.67703 1.63649
H 3.18873 5.98972 1.41119
H 4.05098 6.79188 3.68075
H 2.51175 7.44634 4.03634
H 3.34225 9.69883 4.53856
H 4.97814 9.03259 4.33974
H 5.09003 11.41620 4.08969
H 5.36559 10.80900 2.46976
H 2.84511 12.03178 3.46354
H 3.93854 12.42743 2.08924
H 1.82209 11.33091 1.35684
H 3.34688 10.92019 0.72927
H 1.81526 9.44599 2.89554
H 2.07882 8.79585 1.16976
H 4.31441 7.68742 0.71649
H 5.52918 7.83746 2.05511
H 5.01496 9.30713 1.13075
Cl -2.05388 -0.15447 0.08744
O -6.92020 -1.86803 0.89422
C -7.77267 -1.08248 0.11240
O -8.98280 -1.39161 0.03408
O -7.30692 -0.08202 -0.43215
H -6.18193 -1.25894 0.81961

Forces on atoms 1 to 6 (eV/Å):
C 1.0 0.7 0.0
C -0.2 -1.1 0.4
C -0.8 -0.3 -0.3
N 0.3 -0.7 -0.3
C 0.4 0.7 1.5
C -0.7 -1.4 0.4

LUMO energy   -3.763 eV
Kohn-Sham gap   3.46 eV
Net charge   +2
ΔE to the lowest compared entry with this formula, charge and spin   153.7 kcal/mol
Highest occupied orbital energy   -7.226 eV

Results of the Löwdin charge analysis, in e, for atoms 1 through 2: C -0.075; C -0.207

---

C3H4N2O | ωB97M-V with the def2-TZVPD basis set

Element x y z (Å)
O 2.15849 0.02042 -0.21382
C 0.78870 -0.14828 0.18468
C -0.50778 -1.06419 -0.16286
N -1.67843 -0.58298 -0.05355
N -1.38672 0.81320 0.00469
C -0.15558 1.13516 0.03335
H 2.81230 -0.67377 0.26280
H 0.96766 -0.57933 1.18679
H -0.53759 -2.29374 0.23323
H 0.19368 2.23585 0.03873

Forces on atoms 1 to 6 (eV/Å):
O 0.9 -2.4 0.1
C -1.5 0.9 0.3
C 1.3 -6.7 2.0
N 2.7 1.2 0.0
N -0.9 2.7 -0.8
C 1.6 -0.1 1.4

LUMO energy   -0.198 eV
Kohn-Sham gap   9.79 eV
Structure (SMILES)   OC1C=NN=C1
Net charge   0
ΔE to the lowest compared entry with this formula, charge and spin   115.9 kcal/mol
Highest occupied orbital energy   -9.992 eV

Results of the natural (NBO) charge analysis, in e, for atoms 1 through 2: O -0.690; C -0.020

---

C12H17BrF6N5O5RhS2 | ωB97M-V with the def2-TZVPD basis set

Element x y z (Å)
Rh -0.50998 -0.44536 -0.42069
O 4.77129 0.08759 -3.74646
C 3.70128 -0.12925 -2.99806
C 3.74325 -0.66517 -1.70633
C 2.56549 -0.83719 -1.02402
N 1.36839 -0.51121 -1.55185
C 1.35474 -0.01357 -2.79215
Br -0.37112 0.34287 -3.47474
C 2.46262 0.20256 -3.56311
H 5.58900 -0.18332 -3.30598
H 4.67949 -0.94249 -1.24240
H 2.55271 -1.24253 -0.02253
H 2.40272 0.59830 -4.56594
N -2.69652 -0.47257 -0.87105
C -3.13712 -1.57759 -1.75412
C -2.38200 -2.81309 -1.32028
N -0.94523 -2.47405 -1.38252
H -3.09622 -0.59003 0.06097
H -2.99376 0.44106 -1.20687
H -2.88203 -1.30680 -2.77907
H -4.21726 -1.71412 -1.69742
H -2.62053 -3.67432 -1.94525
H -2.61414 -3.06548 -0.28419
H -0.60438 -2.46542 -2.34143
H -0.37246 -3.12093 -0.84620
C 1.73049 4.15638 0.92536
C 0.28084 4.12345 0.43552
C -0.09547 2.80992 -0.08950
N -0.40312 1.78259 -0.50404
H 1.94298 5.15073 1.30985
H 2.42460 3.94962 0.11270
H 1.88107 3.43945 1.72793
H 0.10534 4.84013 -0.37017
H -0.41998 4.34635 1.24256
F -0.34219 -2.68242 4.44890
C 0.55826 -2.37912 3.55726
F 1.43229 -1.50555 4.00719
F 1.16658 -3.45662 3.11165
S -0.32424 -1.64137 2.03984
O 0.53127 -2.02700 0.88333
O -1.66514 -2.14729 2.02604
N -0.22893 -0.03700 1.84225
S -0.92674 0.91478 3.02880
O -0.36033 2.20811 2.85051
O -0.89893 0.17583 4.24244
C -2.71886 1.09883 2.58330
F -3.17734 2.18057 3.16742
F -3.39720 0.03275 2.95554
F -2.84348 1.23900 1.24694

Forces on atoms 1 to 6 (eV/Å):
Rh 0.6 0.6 0.1
O -0.1 -0.1 0.1
C 0.2 0.0 -0.1
C -0.1 0.0 0.0
C 0.0 0.0 0.0
N 0.2 0.1 -0.2

LUMO energy (spin up / spin down)   -5.639 / -9.578 eV
Kohn-Sham gap (spin up / spin down)   10.63 / 6.66 eV
⟨S²⟩   6.01
Spin multiplicity   5
Net charge   +2
ΔE to the lowest compared entry with this formula, charge and spin   2.5 kcal/mol
Highest occupied orbital energy (spin up / spin down)   -16.265 / -16.242 eV

Results of the natural (NBO) charge analysis, in e, for atoms 1 through 2: Rh 1.464; O -0.594

---

C26H33BrMoN4OSi2 | ωB97M-V with the def2-TZVPD basis set

Element x y z (Å)
Mo 0.04185 -0.04271 0.31529
Br -6.08271 0.11036 4.64065
C -4.70390 -0.13853 3.39717
C -4.64726 -1.31176 2.64457
C -3.63777 -1.51628 1.71860
C -2.66876 -0.54714 1.54516
O -1.69083 -0.74510 0.63356
C -2.70859 0.64035 2.28921
C -1.75196 1.70080 2.13941
N -0.67834 1.68859 1.41846
C 0.15622 2.84296 1.35156
C -0.20796 4.13161 1.61815
C 0.76091 5.16024 1.59245
C 2.06824 4.88173 1.32255
C 2.46190 3.55596 1.01596
C 3.79681 3.17898 0.75471
C 4.08994 1.87160 0.48802
C 3.04706 0.93943 0.41728
N 1.77617 1.25590 0.62167
C 1.48458 2.55126 0.98458
C -3.74783 0.83235 3.21782
H -5.40519 -2.07101 2.78468
H -3.59784 -2.42272 1.12945
H -1.96510 2.60400 2.70861
H -1.23476 4.38459 1.84929
H 0.45562 6.17465 1.80810
H 2.81584 5.66398 1.33567
H 4.57967 3.92736 0.78487
H 5.10291 1.53980 0.31126
H 3.25709 -0.08945 0.17052
H -3.78991 1.74779 3.79455
C 1.45459 -0.95633 -3.87979
Si 0.50857 -1.91153 -2.57774
C 0.93843 -3.71116 -2.76331
C -1.33514 -1.67290 -2.78724
C 1.13216 -1.40240 -0.83697
Si 0.95362 -2.78293 0.49878
C -0.57974 -3.80961 0.34371
C 2.48690 -3.80873 0.58552
C 0.86840 -1.74262 2.10573
H 1.57554 -1.57584 -4.77164
H 2.46401 -0.68667 -3.55102
H 0.92824 -0.05980 -4.20218
H 0.82836 -3.99214 -3.81429
H 0.27248 -4.35506 -2.18576
H 1.96986 -3.92851 -2.47520
H -1.55159 -0.85961 -3.48370
H -1.85749 -1.45970 -1.85149
H -1.77753 -2.58117 -3.20216
H 2.21707 -1.38103 -0.98485
H -0.36119 -4.73157 -0.19743
H -1.38110 -3.29000 -0.18276
H -0.94705 -4.09144 1.33320
H 2.45581 -4.59159 -0.17440
H 2.55993 -4.29501 1.56151
H 3.39070 -3.21636 0.43187
H 0.36549 -0.75304 2.07013
H 1.87264 -1.51171 2.46400
H 0.30215 -2.22991 2.89976
N 0.36595 1.79772 -2.17794
C -0.27492 2.62742 -3.00867
C -1.62030 2.55784 -2.70719
C -1.70543 1.63998 -1.66527
N -0.49406 1.16284 -1.35906
H 1.33690 1.52822 -2.19253
H 0.25973 3.19283 -3.75458
H -2.42413 3.09519 -3.17848
H -2.57395 1.28671 -1.13237

Forces on atoms 1 to 6 (eV/Å):
Mo 0.2 -0.8 -1.1
Br -0.1 0.0 0.1
C 0.0 0.0 0.0
C 0.0 -0.1 -0.1
C -0.2 -0.1 0.1
C 0.4 -0.1 -0.4

LUMO energy (spin up / spin down)   -7.148 / -7.231 eV
Kohn-Sham gap (spin up / spin down)   6.47 / 6.62 eV
⟨S²⟩   2.02
Spin multiplicity   3
Net charge   +2
ΔE to the lowest compared entry with this formula, charge and spin   2.9 kcal/mol
Highest occupied orbital energy (spin up / spin down)   -13.617 / -13.853 eV

Results of the natural (NBO) charge analysis, in e, for atoms 1 through 2: Mo 1.345; Br 0.150

---

C19H13NO4 | ωB97M-V with the def2-TZVPD basis set

Element x y z (Å)
O -2.42761 -1.28699 1.90654
C -2.29889 -0.51072 0.98873
O -2.23736 -0.86820 -0.32016
C -1.96075 0.06635 -1.26411
C -1.62934 -0.37873 -2.56922
C -1.44148 0.56533 -3.60418
C -1.49420 1.89876 -3.31599
C -1.74146 2.33997 -2.01312
C -2.01696 1.43661 -0.98926
C -2.51339 1.92606 0.34071
C -2.00721 0.91181 1.41965
C -0.51523 0.93711 1.62278
O -0.12570 1.86993 2.32673
O 0.26673 -0.12207 1.20644
C 1.59508 0.19682 1.03992
N 1.88621 0.86482 -0.06288
C 3.17206 1.21754 -0.28000
C 4.19173 0.89585 0.62654
C 3.87486 0.20259 1.77272
C 4.89461 -0.06439 2.73106
C 4.50963 -0.68542 3.93308
C 3.20348 -1.11886 4.11004
C 2.21343 -0.81903 3.18123
C 2.55658 -0.16458 1.97722
H -1.64982 -1.44164 -2.73917
H -1.26983 0.21425 -4.64150
H -1.35456 2.57896 -4.14311
H -1.73311 3.38342 -1.78488
H -3.59863 1.90549 0.32172
H -2.22065 2.94489 0.53817
H -2.45348 1.15142 2.39972
H 3.42546 1.78102 -1.18086
H 5.18265 1.15255 0.33597
H 5.92675 0.19292 2.56103
H 5.24002 -0.84231 4.72331
H 2.93605 -1.63347 5.03909
H 1.19386 -1.11850 3.38560

Forces on atoms 1 to 6 (eV/Å):
O -0.3 -0.6 -1.6
C -0.1 -0.2 2.0
O -0.4 -0.9 1.3
C 0.7 1.2 -2.1
C -0.6 0.9 0.7
C -0.1 -2.0 0.3

LUMO energy   0.070 eV
Kohn-Sham gap   8.59 eV
Structure (SMILES)   O=C1Oc2ccccc2C[C@@H]1C(=O)Oc1nccc2ccccc12
Net charge   0
ΔE to the lowest compared entry with this formula, charge and spin   0.0 kcal/mol
Highest occupied orbital energy   -8.520 eV

Results of the natural (NBO) charge analysis, in e, for atoms 1 through 2: O -0.544; C 0.795

---

C32H28BrN3O3SSiYb | ωB97M-V with the def2-TZVPD basis set

Element x y z (Å)
Yb 0.30542 0.10481 0.22125
O -5.08028 1.15861 -1.15901
C -4.51416 2.35809 -0.93181
C -5.30465 3.50373 -1.01741
C -4.76537 4.74848 -0.75027
C -3.42770 4.87922 -0.40114
C -2.63070 3.75200 -0.34049
C -3.15390 2.49063 -0.60890
C -2.23054 1.33137 -0.55007
O -0.98017 1.55035 -0.62040
N -2.78243 0.13284 -0.43874
N -1.82732 -0.84498 -0.25201
C -2.21002 -2.06522 -0.17462
C -1.28472 -3.14069 0.09288
C -1.78887 -4.39685 0.45196
C -0.96425 -5.45389 0.76759
C 0.41961 -5.27179 0.72669
C 0.95080 -4.05668 0.37027
C 0.13376 -2.94715 0.04446
O 0.69369 -1.83467 -0.30553
H -4.40055 0.47587 -0.91312
H -6.34968 3.39433 -1.27413
H -5.39505 5.62718 -0.81163
H -3.01156 5.85302 -0.18157
H -1.58387 3.81346 -0.07585
H -3.27039 -2.31095 -0.27638
H -2.86503 -4.52067 0.50589
H -1.38283 -6.40707 1.06292
H 1.08086 -6.09535 0.96730
H 2.02089 -3.89459 0.33790
Br 2.95842 -0.24769 1.64108
C 4.07446 0.45970 0.20221
C 5.41528 0.50872 0.45814
C 6.29382 0.95309 -0.54325
C 5.79978 1.30648 -1.76533
C 4.41402 1.25314 -2.03429
C 3.92005 1.59350 -3.31038
C 2.57858 1.54815 -3.56048
C 1.67932 1.18826 -2.54062
C 2.06846 0.83699 -1.25439
C 3.48329 0.84734 -1.02518
H 5.79356 0.20405 1.42272
H 7.35456 0.99385 -0.33650
H 6.46331 1.63522 -2.55651
H 4.62490 1.88131 -4.08134
H 2.19886 1.80132 -4.54430
H 0.62074 1.19707 -2.79230
C -0.76313 2.43847 6.63895
Si -1.72476 2.65685 5.00723
C -3.58132 2.89928 5.37107
C -1.15126 4.28468 4.23008
C -1.51196 0.97663 4.15848
C -2.11700 -0.13177 4.71851
C -1.93017 -1.40311 4.17911
C -1.15468 -1.51712 3.04724
N -0.56608 -0.47564 2.45715
C -0.70780 0.76048 3.00958
S 0.16901 2.01257 2.24238
H -0.83282 3.31589 7.28033
H 0.28978 2.27039 6.41580
H -1.11960 1.57902 7.20509
H -3.73219 3.79507 5.97290
H -4.02275 2.06352 5.91176
H -4.14578 3.02556 4.44806
H -1.38922 5.11739 4.89567
H -1.63462 4.46161 3.27100
H -0.07923 4.27491 4.05424
H -2.74537 -0.00700 5.59401
H -2.38716 -2.27617 4.62142
H -0.99059 -2.48306 2.58152

Forces on atoms 1 to 6 (eV/Å):
Yb 0.7 0.9 0.8
O -0.1 0.1 0.0
C 0.1 -0.1 0.1
C -0.1 0.0 0.0
C 0.0 -0.1 0.0
C 0.1 0.1 0.0

LUMO energy (spin up / spin down)   2.603 / 2.602 eV
Kohn-Sham gap (spin up / spin down)   7.47 / 7.47 eV
⟨S²⟩   0.75
Spin multiplicity   2
Net charge   -1
ΔE to the lowest compared entry with this formula, charge and spin   8.2 kcal/mol
Highest occupied orbital energy (spin up / spin down)   -4.866 / -4.866 eV

Results of the natural (NBO) charge analysis, in e, for atoms 1 through 2: Yb 1.712; O -0.715

---

C3H7OPS2 | ωB97M-V with the def2-TZVPD basis set

Element x y z (Å)
C -2.72815 0.16346 -0.59346
S -1.79173 0.60369 0.82829
P 0.24872 1.50997 -0.57279
O 0.63809 0.02242 -1.08591
C 1.64995 -0.72635 -0.38688
C 1.68605 -0.22550 1.07427
S 1.70432 1.62039 1.00689
H -3.40742 -0.68865 -0.18840
H -1.93034 -0.17669 -1.39860
H -3.31112 0.99482 -0.85998
H 2.63205 -0.64676 -0.89311
H 1.38658 -1.66061 -0.26870
H 0.77042 -0.34842 1.64686
H 2.45256 -0.44178 1.69153

Forces on atoms 1 to 6 (eV/Å):
C 1.0 -3.0 -0.4
S 2.7 1.5 0.2
P -1.4 -0.8 2.1
O 0.7 -0.2 -0.2
C 1.5 4.6 1.2
C -2.5 2.5 -1.8

LUMO energy   -0.034 eV
Kohn-Sham gap   8.10 eV
Structure (SMILES)   CSP1OCCS1
Net charge   0
ΔE to the lowest compared entry with this formula, charge and spin   49.4 kcal/mol
Highest occupied orbital energy   -8.137 eV

Results of the natural (NBO) charge analysis, in e, for atoms 1 through 2: C -0.775; S -0.204